The following is a DFT calculation (ωB97M-V/def2-TZVPD) of an isolated ion of composition C10H12NO and charge +1 in a non-equilibrium geometry.

E_LUMO ... -4.4 eV
Molecular weight ... 162.21 Da
HOMO energy ... -13.1 eV
Frontier orbital gap ... 8.78 eV
Calculated total energy ... -14090.5877 eV
Energy relative to the best compared isomer or geometry (same formula, charge and spin) ... 103.9 kcal per mole
Net charge ... +1
Max |F| ... 6.19 eV/Å

The geometry in XYZ format:
```
24
C10H12NO (ωB97M-V/def2-TZVPD)
C -0.9495 -1.3573 -0.8375
C 0.3232 1.2892 1.2928
O 1.3806 0.3837 3.3425
C -0.3273 -0.4907 -0.0794
H -1.5383 1.8218 -0.4667
C -0.4847 1.7947 -0.8706
H 1.7940 1.5346 -1.3971
H -1.8215 -3.3130 -0.7940
H 0.8501 2.1540 1.3026
H 2.3334 1.0511 0.2483
H -0.7859 1.5531 1.5102
H 1.9379 -0.1389 -1.1308
H -1.4968 -1.2612 -1.7929
H -1.1995 -4.0633 1.4938
C -0.7683 -3.1566 1.0848
N 0.2597 0.7901 -0.1146
C 0.2885 -1.0579 1.7975
H -0.0809 -2.7004 3.1569
H 0.0930 2.7930 -0.9440
H -0.5240 1.5369 -1.9280
C -1.1510 -2.7014 -0.1482
C 1.7078 0.7559 -0.6137
C 0.7603 0.1930 2.3406
C -0.0682 -2.2959 2.1086
```

These are the Mulliken partial charges, in e, on atoms 1 to 4: C -0.14; C -0.76; O -0.49; C -0.42